1.
Formula: C26H38FO11P3
Source: the OMol25 dataset
Level of theory: ωB97M-V/def2-TZVPD

## Properties
Maximum force = 8.92 eV/Å
Net charge = 0
SMILES = O=[PH2]c1ccc2c(c1)C(=O)c1cccc(F)c1C2=O.CCOP(=O)(OCC)OCC.CCOP(=O)(OCC)OCC
DFT total energy = -80681.810 eV
2S+1 = 1

Element x y z (Å)
O (2.6265, -1.3473, 13.6942)
P (2.5891, -0.0763, 12.8912)
C (2.9732, -0.4736, 11.0963)
C (3.4606, 0.5536, 10.1838)
C (3.6951, 0.1766, 8.7890)
C (3.4277, -1.1943, 8.3993)
C (2.9661, -2.2539, 9.3223)
C (2.7328, -1.8801, 10.7078)
C (2.7233, -3.6932, 8.7455)
O (3.0033, -4.6964, 9.3470)
C (2.0466, -3.7029, 7.3288)
C (1.0406, -4.6944, 6.9468)
C (0.4495, -4.5730, 5.6122)
C (0.8805, -3.4898, 4.7133)
C (1.9017, -2.5216, 5.0749)
F (2.2760, -1.5172, 4.2193)
C (2.4969, -2.6381, 6.4101)
C (3.6127, -1.6538, 6.9105)
O (4.5404, -1.2961, 6.2319)
H (3.4535, 0.9269, 13.4119)
H (1.2575, 0.4676, 12.8578)
H (3.6396, 1.6172, 10.4659)
H (4.0626, 0.8668, 7.9929)
H (2.3852, -2.6159, 11.4659)
H (0.7621, -5.4740, 7.6917)
H (-0.3272, -5.3094, 5.3084)
H (0.3934, -3.3957, 3.7131)
C (2.4832, 0.5106, 1.8332)
C (1.0760, 0.6954, 1.2944)
O (1.0721, 0.8356, -0.1212)
P (1.3313, -0.5105, -1.0347)
O (-0.0093, -1.1837, -0.8414)
O (1.0453, 0.1361, -2.5250)
C (0.0706, -0.4279, -3.3985)
C (-1.2374, 0.3305, -3.2915)
O (2.9397, -0.0137, -1.2540)
C (3.8968, -1.0693, -1.4278)
C (3.6509, -1.8541, -2.7033)
H (2.8961, -0.4527, 1.5185)
H (2.4873, 0.5406, 2.9235)
H (3.1498, 1.2869, 1.4538)
H (0.4329, -0.1388, 1.5922)
H (0.6447, 1.6094, 1.7070)
H (-0.0655, -1.4933, -3.2026)
H (0.4570, -0.3397, -4.4172)
H (-1.5959, 0.3739, -2.2617)
H (-2.0077, -0.1337, -3.9105)
H (-1.1033, 1.3641, -3.6189)
H (3.8652, -1.7313, -0.5569)
H (4.8850, -0.6081, -1.4595)
H (2.6993, -2.3936, -2.6578)
H (4.4467, -2.5834, -2.8657)
H (3.6029, -1.1835, -3.5632)
C (-5.6066, -0.1093, -9.1415)
C (-4.1007, 0.0872, -9.1377)
O (-3.7524, 1.4514, -8.9356)
P (-3.9168, 2.0806, -7.4215)
O (-2.7280, 1.4168, -6.7648)
O (-3.2247, 3.5522, -7.7008)
C (-2.1257, 4.0085, -6.9177)
C (-0.8172, 3.7353, -7.6335)
O (-5.3745, 2.7991, -7.9117)
C (-6.3567, 2.9752, -6.8795)
C (-5.8897, 3.9469, -5.8114)
H (-6.0257, 0.0764, -8.1477)
H (-5.8636, -1.1300, -9.4319)
H (-6.0871, 0.5877, -9.8298)
H (-3.6281, -0.5396, -8.3751)
H (-3.6927, -0.2064, -10.1066)
H (-2.1390, 3.5629, -5.9211)
H (-2.2470, 5.0868, -6.7845)
H (-0.7149, 2.6817, -7.8973)
H (0.0333, 4.0244, -7.0126)
H (-0.7737, 4.2975, -8.5693)
H (-6.5932, 2.0025, -6.4373)
H (-7.2625, 3.3533, -7.3559)
H (-5.0298, 3.5481, -5.2634)
H (-6.6883, 4.1423, -5.0934)
H (-5.5781, 4.8912, -6.2616)

These are the Löwdin partial charges, in e, on atoms 1 to 8: -0.474 0.704 -0.299 -0.064 0.001 -0.060 -0.044 0.015

2.
Formula: C8H8Cl2LuN2NdO3
Source: the OMol25 dataset
Level of theory: ωB97M-V/def2-TZVPD

## Properties
Maximum force = 8.84 eV/Å
Net charge = +4
DFT total energy = -91447.484 eV
2S+1 = 4

Element x y z (Å)
Nd (-0.0768, -1.4117, -4.9865)
Lu (-0.2736, -0.7223, -0.6731)
Cl (-1.0753, 0.4856, -3.4683)
Cl (1.0890, -1.8648, -2.6457)
C (-0.8552, -2.2765, 0.9749)
C (-0.4176, -0.6795, -7.3903)
C (0.2044, -2.9445, -7.2332)
O (-1.1490, -2.7358, 1.9972)
O (-0.5528, -0.4463, -8.5345)
O (0.1805, -3.2383, -8.3554)
C (2.2856, 1.5282, 3.8813)
C (1.1880, 1.0482, 3.0278)
C (-0.1430, 1.3410, 3.1742)
C (-0.8052, 0.8620, 2.0637)
N (0.1261, 0.2444, 1.2346)
N (1.3273, 0.3398, 1.9093)
C (-2.2399, 0.9267, 1.7797)
H (2.4840, 2.5952, 3.6835)
H (1.9300, 1.4424, 4.9206)
H (3.2154, 0.9698, 3.7759)
H (-0.5890, 1.8933, 3.9902)
H (2.1098, -0.2145, 1.6274)
H (-2.7675, 1.1800, 2.7445)
H (-2.4839, 1.7119, 1.0321)
H (-2.7112, -0.0344, 1.4699)

These are the Löwdin partial charges, in e, on atoms 1 to 8: 1.565 1.595 -0.142 -0.115 -0.014 -0.070 -0.028 0.231

3.
Formula: C20H21FN
Source: the OMol25 dataset
Level of theory: ωB97M-V/def2-TZVPD

## Properties
Maximum force = 2.67 eV/Å
Net charge = +1
SMILES = CC1=C[C@@H]([C@H](c2ccccc2)c2ccc(F)cc2)C(C)=[N+]1C
ΔE to the lowest compared entry with this formula, charge and spin = 5.3 kcal per mole
DFT total energy = -25281.521 eV
2S+1 = 1

Element x y z (Å)
C (-2.8632, -1.9276, -1.8336)
C (-1.5810, -1.2809, -1.5505)
C (-1.2364, -0.0292, -1.1878)
C (0.2599, 0.0716, -1.0424)
C (0.7640, 0.7277, 0.1896)
C (0.4667, -0.0111, 1.5262)
C (1.0605, -1.2672, 1.6702)
C (0.8479, -2.0536, 2.7992)
C (0.0534, -1.5657, 3.8442)
C (-0.4435, -0.2641, 3.7690)
C (-0.1622, 0.5396, 2.6514)
C (0.4466, 2.2439, 0.1509)
C (1.3325, 3.0144, -0.6099)
C (1.2044, 4.3951, -0.7035)
C (0.2059, 4.9952, 0.0603)
F (0.1121, 6.3684, 0.0471)
C (-0.7083, 4.2718, 0.8123)
C (-0.6352, 2.8717, 0.7746)
C (0.6705, -1.3720, -1.3557)
C (1.9885, -1.9262, -1.7001)
N (-0.4274, -2.0410, -1.6601)
C (-0.4676, -3.4275, -2.0860)
H (-3.6619, -1.1811, -1.8272)
H (-2.8673, -2.4356, -2.8085)
H (-3.0839, -2.6888, -1.0708)
H (-1.9255, 0.7992, -1.0368)
H (0.6503, 0.6179, -1.9370)
H (1.8644, 0.7014, 0.1263)
H (1.7459, -1.6024, 0.8846)
H (1.2999, -3.0376, 2.8535)
H (-0.1691, -2.1895, 4.7080)
H (-1.0450, 0.1512, 4.5884)
H (-0.3977, 1.6088, 2.7208)
H (2.1551, 2.5019, -1.1271)
H (1.8738, 4.9709, -1.3315)
H (-1.4690, 4.7704, 1.4188)
H (-1.4176, 2.2809, 1.2616)
H (2.7280, -1.1197, -1.8065)
H (2.3407, -2.6450, -0.9414)
H (1.9399, -2.4722, -2.6570)
H (0.5425, -3.8253, -2.1897)
H (-1.0091, -4.0225, -1.3443)
H (-0.9822, -3.5159, -3.0493)

These are the Löwdin partial charges, in e, on atoms 1 to 8: -0.010 -0.251 0.090 -0.177 -0.185 -0.145 -0.051 -0.066

4.
Formula: C4H8NO2
Source: the OMol25 dataset
Level of theory: ωB97M-V/def2-TZVPD

## Properties
Maximum force = 2.21 eV/Å
Net charge = -1
SMILES = CN[C@@H](C)C(=O)[O-]
ΔE to the lowest compared entry with this formula, charge and spin = 18.2 kcal per mole
DFT total energy = -9863.996 eV
2S+1 = 1

Element x y z (Å)
C (-0.1820, 0.4266, -2.0618)
N (-0.1076, 0.7487, -0.6390)
C (0.0841, -0.2942, 0.3329)
C (1.2179, 0.0764, 1.3307)
C (-1.1784, -0.6881, 1.1613)
O (-1.1407, -1.8029, 1.7185)
O (-2.0161, 0.2435, 1.2389)
H (0.6041, 0.9163, -2.6434)
H (-1.1890, 0.5708, -2.4542)
H (0.0268, -0.6488, -2.1298)
H (-0.9826, 1.1489, -0.2834)
H (0.3630, -1.2706, -0.1035)
H (1.2012, -0.6083, 2.1760)
H (2.1835, 0.0360, 0.8187)
H (1.1159, 1.1455, 1.5379)

These are the Löwdin partial charges, in e, on atoms 1 to 8: -0.137 -0.105 -0.378 -0.071 -0.718 -0.077 -0.084 0.052

5.
Formula: C27H23N6O4Ru
Source: the OMol25 dataset
Level of theory: ωB97M-V/def2-TZVPD

## Properties
Maximum force = 6.86 eV/Å
Net charge = +2
ΔE to the lowest compared entry with this formula, charge and spin = 4.0 kcal per mole
DFT total energy = -48061.410 eV
2S+1 = 6

Element x y z (Å)
Ru (8.9411, 10.8549, 11.4962)
C (9.2965, 10.7459, 7.3121)
C (8.1920, 10.0214, 6.8143)
C (7.3307, 9.4097, 7.7518)
C (7.6543, 9.5571, 9.0830)
N (8.5536, 10.4842, 9.5374)
C (9.4127, 11.0829, 8.6684)
C (7.1586, 8.7629, 10.1976)
C (6.1933, 7.7028, 10.1054)
C (5.6644, 7.2846, 11.2828)
C (6.1737, 7.7010, 12.5390)
C (7.0946, 8.7889, 12.5193)
N (7.5595, 9.2945, 11.3995)
C (7.5869, 9.4833, 13.7278)
C (7.0434, 9.2666, 14.9933)
C (7.5105, 10.0354, 16.0690)
C (8.5137, 10.9945, 15.8769)
C (8.9657, 11.1530, 14.5708)
N (8.5958, 10.4087, 13.5000)
H (10.1377, 10.9933, 6.6522)
H (8.0648, 9.9081, 5.7459)
H (6.6533, 8.6513, 7.3855)
H (10.2377, 11.7621, 8.9184)
H (5.9043, 7.2224, 9.1062)
H (4.8053, 6.5401, 11.2278)
H (5.9781, 7.2129, 13.5266)
H (6.4288, 8.3614, 15.1632)
H (7.0631, 9.7894, 17.0390)
H (9.0360, 11.5906, 16.6537)
H (9.6657, 11.9782, 14.3277)
O (6.2313, 13.3120, 12.8281)
C (7.1855, 13.0250, 12.1155)
O (7.1831, 11.7304, 11.6448)
C (8.2639, 13.9775, 11.8088)
C (8.1027, 15.3784, 11.7619)
C (9.1069, 16.2316, 11.3798)
C (10.4175, 15.7593, 11.2507)
C (10.5651, 14.3964, 11.6300)
C (9.5281, 13.5183, 11.7224)
N (11.8102, 13.8224, 11.8150)
O (12.7646, 14.5192, 11.6017)
O (11.8545, 12.6060, 12.2357)
H (7.1918, 15.7233, 12.0587)
H (8.8357, 17.2349, 11.2223)
H (11.2352, 16.4269, 11.0791)
H (9.8508, 12.3610, 11.7749)
C (11.7300, 5.9676, 11.9625)
C (11.5067, 7.4180, 11.6080)
C (12.4157, 8.1943, 10.9005)
C (11.8870, 9.4948, 10.7807)
N (10.6684, 9.5137, 11.4382)
N (10.4593, 8.2226, 11.8980)
C (12.6755, 10.6791, 10.2028)
H (12.7613, 5.8020, 12.3608)
H (11.6723, 5.4111, 11.0272)
H (11.0211, 5.5877, 12.7437)
H (13.3682, 7.8799, 10.5132)
H (9.6497, 8.0593, 12.5351)
H (13.6607, 10.2706, 10.3633)
H (12.3998, 11.5487, 10.7751)
H (12.3772, 10.8012, 9.1913)

These are the Löwdin partial charges, in e, on atoms 1 to 8: 1.443 -0.012 0.028 0.045 -0.181 -0.048 -0.069 -0.130